a.
Here is an isolated molecule of C18H28N2O5S from OMol25. Energies are from ωB97M-V with the def2-TZVPD basis set.

Net charge: 0
Orbital gap (hartree): 0.35135
E_HOMO (eV): -8.86
SMILES: CCOc1ccc(S(=O)(=O)N(CC)CC(=O)NC[C@@H]2CCCO2)cc1C
Lowest unoccupied orbital energy (eV): 0.70

```
54
C18H28N2O5S (ωB97M-V with the def2-TZVPD basis set)
C 6.108 -1.994 0.849
C 5.711 -0.785 0.008
O 4.506 -0.189 0.449
C 3.312 -0.763 0.167
C 3.131 -1.884 -0.641
C 1.858 -2.373 -0.879
C 0.771 -1.750 -0.304
S -0.857 -2.389 -0.624
O -1.713 -2.062 0.498
O -0.787 -3.774 -0.981
N -1.321 -1.566 -2.000
C -2.351 -2.185 -2.805
C -3.774 -1.864 -2.356
C -1.098 -0.150 -2.127
C -2.033 0.843 -1.420
O -2.156 1.973 -1.860
N -2.660 0.393 -0.324
C -3.313 1.303 0.582
C -2.408 1.590 1.801
C -2.891 2.823 2.574
C -2.200 3.975 1.831
C -1.076 3.282 1.035
O -1.092 1.912 1.406
C 0.934 -0.635 0.503
C 2.195 -0.126 0.743
C 2.388 1.085 1.598
H 7.061 -2.384 0.501
H 6.206 -1.702 1.891
H 5.359 -2.779 0.782
H 6.458 0.006 0.122
H 5.649 -1.047 -1.055
H 3.972 -2.384 -1.094
H 1.697 -3.242 -1.496
H -2.171 -3.259 -2.732
H -2.202 -1.873 -3.844
H -3.914 -2.169 -1.322
H -4.484 -2.402 -2.980
H -3.973 -0.798 -2.440
H -1.103 0.107 -3.192
H -0.093 0.065 -1.745
H -2.419 -0.524 0.050
H -3.507 2.226 0.030
H -4.257 0.872 0.924
H -2.336 0.687 2.414
H -2.545 2.768 3.606
H -3.976 2.908 2.570
H -2.890 4.479 1.156
H -1.801 4.713 2.524
H -0.083 3.667 1.276
H -1.239 3.375 -0.045
H 0.071 -0.160 0.943
H 2.959 1.837 1.056
H 2.956 0.828 2.491
H 1.424 1.495 1.885
```


b.
Here is an isolated molecule of C18H28N2O5S from OMol25. Energies are from ωB97M-V with the def2-TZVPD basis set.

Net charge: 0
Orbital gap (hartree): 0.35451
E_HOMO (eV): -9.04
SMILES: CCOCCCNC(=O)c1ccccc1OC1CCN(S(C)(=O)=O)CC1
Lowest unoccupied orbital energy (eV): 0.61

```
54
C18H28N2O5S (ωB97M-V with the def2-TZVPD basis set)
C -4.862 -1.406 -0.105
C -3.964 -2.494 0.462
O -2.605 -2.185 0.214
C -1.732 -3.216 0.631
C -0.298 -2.702 0.631
C 0.201 -2.361 -0.781
N 1.231 -1.350 -0.753
C 2.544 -1.657 -0.622
O 2.972 -2.788 -0.749
C 3.461 -0.490 -0.408
C 4.765 -0.660 -0.861
C 5.715 0.334 -0.728
C 5.362 1.522 -0.117
C 4.076 1.710 0.361
C 3.113 0.716 0.229
O 1.838 0.823 0.716
C 1.357 2.030 1.290
C 0.086 1.676 2.070
C -1.024 1.217 1.127
N -1.254 2.217 0.112
S -2.675 2.048 -0.733
C -2.486 0.564 -1.757
O -2.786 3.182 -1.601
O -3.715 1.811 0.223
C -0.096 2.538 -0.685
C 1.020 3.069 0.212
H -5.890 -1.605 0.185
H -4.571 -0.429 0.273
H -4.802 -1.396 -1.190
H -4.208 -3.465 0.003
H -4.120 -2.587 1.548
H -2.003 -3.538 1.648
H -1.833 -4.084 -0.038
H -0.261 -1.805 1.252
H 0.353 -3.450 1.083
H 0.625 -3.247 -1.258
H -0.632 -1.988 -1.383
H 0.946 -0.427 -0.463
H 5.009 -1.605 -1.323
H 6.718 0.183 -1.095
H 6.086 2.314 -0.001
H 3.837 2.645 0.844
H 2.101 2.432 1.992
H -0.241 2.562 2.613
H 0.306 0.883 2.785
H -1.965 1.095 1.664
H -0.751 0.254 0.676
H -2.432 -0.302 -1.108
H -1.601 0.680 -2.367
H -3.366 0.514 -2.384
H -0.411 3.293 -1.405
H 0.274 1.655 -1.232
H 0.692 3.985 0.702
H 1.898 3.286 -0.398
```


What is the stability order? It is b, a, from most stable to least stable.